Entry 1:
A structure of composition C17H38BeN3O20S4 at a distorted geometry, computed with the ωB97M-V functional and the def2-TZVPD basis.

Structure (XYZ):
```
83
Properties=species:S:1:pos:R:3:lowdin_charge:R:1
Be -0.908 -2.812 -2.327 1.074
C 0.683 -1.558 1.403 -0.023
C -0.141 -0.656 0.479 -0.534
C 0.475 0.768 0.478 -0.031
O -0.111 -1.131 -0.842 -0.305
H 0.650 -1.173 2.421 0.075
H 1.663 -1.597 0.937 0.071
H 0.139 -2.504 1.403 0.057
H -1.182 -0.599 0.826 0.107
H 1.559 0.714 0.389 0.079
H 0.117 1.140 1.441 0.077
H 0.115 1.476 -0.270 0.071
O -1.108 -4.004 -0.350 -0.037
C -1.930 -4.528 0.421 -0.524
N -3.246 -4.552 0.143 0.198
C -1.524 -5.138 1.735 0.026
H -3.834 -4.906 0.881 0.127
H -3.606 -4.504 -0.795 0.120
H -0.438 -5.200 1.760 0.097
H -1.945 -6.134 1.851 0.101
H -1.817 -4.520 2.585 0.102
O 3.668 -0.212 -3.244 0.026
C 3.813 -1.382 -2.913 -0.569
N 2.735 -1.960 -2.300 0.147
C 4.811 -2.295 -3.577 0.001
H 2.506 -2.923 -2.488 0.091
H 1.956 -1.451 -1.905 0.052
H 4.346 -2.728 -4.466 0.093
H 5.019 -3.180 -2.971 0.080
H 5.731 -1.823 -3.905 0.092
O -0.828 -1.081 -3.884 -0.064
C 0.006 -0.147 -4.042 -0.541
N 0.523 0.440 -2.974 0.217
C 0.285 0.441 -5.388 0.033
H 0.232 -0.001 -2.091 0.044
H 1.243 1.143 -2.999 0.135
H -0.215 -0.253 -6.063 0.094
H 1.315 0.753 -5.522 0.101
H -0.329 1.340 -5.499 0.106
C 4.422 -0.041 0.126 -0.209
C 5.692 -0.720 0.674 -0.122
O 6.453 0.454 1.039 -0.207
S 5.511 1.602 1.719 0.646
O 5.748 2.903 1.214 -0.200
O 5.478 1.402 3.122 -0.214
O 4.153 1.016 1.013 -0.210
H 3.681 -0.842 0.172 0.099
H 4.465 0.389 -0.873 0.120
H 6.320 -1.228 -0.052 0.135
H 5.475 -1.315 1.560 0.133
C -3.987 -0.265 -0.790 -0.195
C -3.998 0.902 -1.763 -0.155
O -4.678 1.958 -1.105 -0.185
S -4.948 1.698 0.475 0.649
O -6.328 1.911 0.666 -0.172
O -3.877 2.246 1.232 -0.216
O -4.671 0.106 0.369 -0.200
H -2.988 -0.635 -0.542 0.101
H -4.495 -1.092 -1.294 0.126
H -4.609 0.749 -2.651 0.136
H -3.002 1.227 -2.071 0.127
C -2.890 -0.507 3.297 -0.168
C -1.675 0.360 3.787 -0.146
O -2.002 0.705 5.129 -0.193
S -3.541 0.470 5.503 0.627
O -4.329 1.531 4.974 -0.213
O -3.689 0.133 6.863 -0.181
O -3.680 -0.733 4.442 -0.184
H -2.283 -1.357 2.965 0.108
H -3.485 -0.194 2.446 0.097
H -1.598 1.284 3.210 0.119
H -0.700 -0.114 3.858 0.114
C -0.922 4.145 0.455 -0.172
C 0.480 4.086 1.022 -0.209
O 1.297 5.022 0.368 -0.168
S 0.359 5.966 -0.641 0.659
O 1.039 6.176 -1.863 -0.207
O -0.273 7.065 -0.001 -0.204
O -0.733 4.789 -0.810 -0.203
H -1.475 4.834 1.097 0.132
H -1.458 3.208 0.346 0.109
H 0.923 3.100 0.891 0.091
H 0.392 4.343 2.080 0.139
```

Results
* charge: +1
* calculated total energy: -107394.231 eV
* E_LUMO: -7.282 eV
* orbital gap: 0.2006 Ha


Entry 2:
An isolated molecule of C3H8N2S at a distorted geometry, computed with the ωB97M-V functional and the def2-TZVPD basis.

Structure (XYZ):
```
14
Properties=species:S:1:pos:R:3:lowdin_charge:R:1
C -0.649 -0.847 0.494 -0.278
C 0.370 0.366 0.483 -0.478
C 1.571 0.099 -0.457 -0.062
N -1.512 -0.834 -0.677 -0.487
N -0.257 1.654 0.209 0.003
S -2.452 0.596 -0.780 0.670
H -0.138 -1.769 0.396 0.099
H -1.303 -0.753 1.330 0.092
H 0.720 0.333 1.595 0.163
H 2.299 -0.093 0.236 0.033
H 1.778 1.044 -1.041 0.101
H 1.612 -0.705 -1.096 0.038
H -1.130 -0.991 -1.673 0.096
H -0.910 1.898 0.981 0.012
```

Results
* calculated total energy: -17052.656 eV
* E_LUMO (alpha / beta): -1.177 / -1.185 eV
* orbital gap (alpha / beta): 0.2710 / 0.2711 Ha
* energy relative to the best compared isomer or geometry (same formula, charge and spin): 393.1 kJ/mol


Entry 3:
A structure of composition C3H2AgFMgO2 at a distorted geometry, computed with the ωB97M-V functional and the def2-TZVPD basis.

Structure (XYZ):
```
10
Properties=species:S:1:pos:R:3:lowdin_charge:R:1
C -2.437 -0.049 -1.304 0.127
C -1.463 0.646 -0.724 -0.456
H -2.203 -0.826 -2.029 0.083
H -3.473 0.115 -1.014 0.102
F -1.785 1.552 0.189 0.147
O 0.761 0.744 0.928 0.038
C 0.928 0.905 -0.257 -0.400
O -0.169 0.325 -0.971 -0.089
Mg 2.857 0.712 -1.225 1.491
Ag -0.263 -2.170 0.594 0.957
```

Results
* charge: +2
* calculated total energy: -19377.890 eV
* E_LUMO: -11.015 eV
* orbital gap: 0.1905 Ha


Entry 4:
A cluster of 6 separate species, C37H76F9 in total at a distorted geometry, computed with the ωB97M-V functional and the def2-TZVPD basis.

Structure (XYZ):
```
122
Properties=species:S:1:pos:R:3:lowdin_charge:R:1
C 3.127 -1.501 0.192 -0.249
C 3.118 -0.377 -0.999 -0.379
C 2.688 1.130 -0.562 -0.129
C 1.411 1.277 0.444 -0.179
F 1.272 2.771 0.666 -0.057
F 1.670 0.757 1.841 -0.028
C -0.037 0.822 -0.168 -0.079
F -1.072 1.557 0.653 -0.001
F -0.134 1.456 -1.537 0.000
C -0.354 -0.772 -0.190 -0.094
F 0.065 -1.543 1.000 0.031
F 0.120 -1.485 -1.435 0.010
C -2.019 -0.928 -0.253 -0.138
F -2.629 -0.914 1.097 0.034
F -2.655 -0.029 -1.242 0.040
F -2.236 -2.329 -0.779 0.004
H 3.643 -1.037 1.154 -0.031
H 3.821 -2.416 -0.100 -0.042
H 4.248 -0.305 -1.380 0.078
H 2.527 -0.805 -1.944 0.081
H 3.590 1.727 -0.085 0.136
H 2.411 1.729 -1.557 0.116
C -7.146 1.970 -5.979 -0.121
C -5.666 2.166 -6.266 -0.277
C -4.836 0.898 -6.043 -0.230
C -4.826 0.367 -4.606 -0.224
C -4.332 1.356 -3.547 -0.271
C -2.885 1.778 -3.751 -0.123
H -7.325 1.707 -4.934 0.066
H -7.694 2.896 -6.185 0.067
H -7.565 1.183 -6.613 0.073
H -5.278 2.990 -5.659 0.099
H -5.551 2.475 -7.312 0.102
H -3.806 1.092 -6.367 0.100
H -5.214 0.106 -6.702 0.107
H -4.197 -0.531 -4.573 0.112
H -5.835 0.035 -4.332 0.099
H -4.420 0.882 -2.561 0.091
H -4.974 2.242 -3.519 0.099
H -2.220 0.910 -3.736 0.073
H -2.575 2.455 -2.948 0.074
H -2.747 2.306 -4.699 0.063
C -1.359 4.567 1.478 -0.116
C -1.192 4.132 2.925 -0.264
C -2.524 3.967 3.663 -0.228
C -3.360 5.244 3.797 -0.232
C -2.661 6.413 4.497 -0.278
C -2.289 6.109 5.940 -0.121
H -1.837 5.548 1.402 0.063
H -0.380 4.638 0.992 0.064
H -1.961 3.844 0.920 0.067
H -0.547 4.842 3.452 0.101
H -0.666 3.170 2.941 0.098
H -2.324 3.555 4.659 0.098
H -3.127 3.213 3.142 0.110
H -4.279 5.000 4.345 0.106
H -3.684 5.575 2.803 0.099
H -3.335 7.278 4.486 0.101
H -1.766 6.714 3.942 0.099
H -3.177 5.850 6.525 0.073
H -1.827 6.988 6.401 0.066
H -1.574 5.285 6.010 0.067
C 0.959 2.031 -4.895 -0.105
C 1.884 1.245 -5.810 -0.267
C 3.312 1.128 -5.269 -0.221
C 4.060 2.456 -5.104 -0.227
C 4.186 3.297 -6.377 -0.278
C 4.980 2.606 -7.474 -0.122
H 1.291 3.066 -4.774 0.070
H -0.052 2.056 -5.315 0.062
H 0.903 1.567 -3.906 0.062
H 1.888 1.697 -6.808 0.095
H 1.476 0.235 -5.934 0.106
H 3.884 0.467 -5.929 0.100
H 3.281 0.626 -4.294 0.103
H 5.065 2.241 -4.719 0.110
H 3.567 3.059 -4.333 0.100
H 4.690 4.238 -6.123 0.103
H 3.197 3.573 -6.756 0.097
H 5.991 2.362 -7.131 0.074
H 5.070 3.264 -8.344 0.066
H 4.495 1.684 -7.806 0.065
C 2.515 -5.493 0.821 -0.112
C 3.995 -5.297 0.534 -0.280
C 4.825 -6.565 0.757 -0.235
C 4.835 -7.097 2.195 -0.236
C 5.329 -6.107 3.254 -0.275
C 6.776 -5.685 3.049 -0.121
H 2.336 -5.757 1.867 0.062
H 1.967 -4.567 0.615 0.060
H 2.096 -6.280 0.188 0.069
H 4.383 -4.473 1.141 0.093
H 4.110 -4.988 -0.511 0.103
H 5.855 -6.371 0.433 0.097
H 4.447 -7.357 0.099 0.104
H 5.464 -7.995 2.227 0.102
H 3.826 -7.428 2.469 0.098
H 5.241 -6.581 4.240 0.101
H 4.687 -5.221 3.282 0.104
H 7.441 -6.553 3.064 0.070
H 7.086 -5.009 3.852 0.067
H 6.914 -5.157 2.101 0.068
C -1.788 -0.678 4.181 -0.105
C -0.890 -1.544 5.051 -0.263
C -1.113 -3.044 4.843 -0.221
C -2.513 -3.554 5.204 -0.230
C -2.956 -3.282 6.645 -0.279
C -2.078 -3.969 7.680 -0.122
H -2.845 -0.832 4.412 0.068
H -1.563 0.381 4.347 0.068
H -1.628 -0.895 3.121 0.049
H -1.028 -1.277 6.104 0.095
H 0.155 -1.313 4.812 0.110
H -0.364 -3.594 5.424 0.100
H -0.917 -3.290 3.792 0.112
H -2.545 -4.635 5.020 0.107
H -3.249 -3.112 4.522 0.100
H -3.985 -3.644 6.766 0.101
H -2.984 -2.206 6.842 0.097
H -2.073 -5.053 7.528 0.073
H -2.461 -3.772 8.686 0.066
H -1.047 -3.608 7.641 0.066
```

Results
* charge: -1
* calculated total energy: -64053.952 eV
* E_LUMO: 2.533 eV
* orbital gap: 0.1659 Ha
* energy relative to the best compared isomer or geometry (same formula, charge and spin): 596.4 kJ/mol


Entry 5:
A cluster of 2 separate species, C3H10N2O2 in total at a distorted geometry, computed with the ωB97M-V functional and the def2-TZVPD basis.

Structure (XYZ):
```
17
Properties=species:S:1:pos:R:3:lowdin_charge:R:1
N -1.219 1.340 0.824 -0.029
C -0.236 0.549 1.510 -0.259
C 0.405 -0.588 0.572 -0.163
N 1.680 -1.204 1.031 -0.001
C 2.799 -0.394 1.147 -0.315
O 3.958 -0.761 0.800 -0.034
H -1.020 1.694 -0.108 0.073
H -1.502 2.197 1.240 0.053
H 0.566 1.181 1.750 0.056
H -0.738 0.032 2.414 0.142
H 0.613 -0.362 -0.408 0.076
H -0.453 -1.341 0.520 0.134
H 2.037 -2.052 0.561 0.143
H 2.538 0.671 1.324 0.125
O -2.994 -0.440 -3.997 -0.077
H -3.123 -0.926 -4.839 0.045
H -3.312 0.407 -4.341 0.031
```

Results
* calculated total energy: -10347.050 eV
* E_LUMO: 0.754 eV
* orbital gap: 0.3742 Ha
* SMILES string: NCCNC=O.O
* energy relative to the best compared isomer or geometry (same formula, charge and spin): 235.2 kJ/mol